1.
Entry from the Open Molecules 2025 dataset: a structure of composition C12H24As2N2Zr (the ωB97M-V functional and the def2-TZVPD basis).

Kohn-Sham gap   7.7 eV
Spin multiplicity   1
Molar mass   437.406 g/mol
Net charge   +4
Calculated total energy   -138724.6032 eV
LUMO   -15.74 eV
Relative energy (zero: lowest compared OMol25 entry of this formula, charge and spin)   6.87 kJ/mol

```
41
C12H24As2N2Zr the ωB97M-V functional and the def2-TZVPD basis
Zr 1.05 0.34 -0.35
N 2.95 0.82 -1.46
C 3.48 -0.44 -2.12
C 2.39 -1.23 -2.82
N 1.30 -1.42 -1.83
H 3.04 1.46 -2.18
H 3.71 1.05 -0.77
H 3.84 -1.11 -1.31
H 4.32 -0.29 -2.78
H 2.86 -2.17 -3.17
H 2.01 -0.85 -3.74
H 1.53 -2.31 -1.36
H 0.40 -1.53 -2.36
C 0.25 0.29 3.84
As 0.84 -0.36 2.14
C 1.20 -2.18 2.64
C -0.81 -0.58 0.87
C -1.77 -1.49 1.32
C -2.99 -1.70 0.66
C -3.34 -1.01 -0.48
C -2.44 -0.03 -0.97
C -1.20 0.18 -0.30
As -0.80 2.24 -0.51
C -1.65 2.98 1.16
C -1.71 2.83 -2.15
H 0.63 -0.49 4.49
H -0.80 0.26 3.69
H 0.61 1.27 3.99
H 0.86 -2.22 3.66
H 2.31 -2.29 2.57
H 0.83 -2.94 1.94
H -1.56 -1.97 2.33
H -3.62 -2.45 1.12
H -4.27 -1.23 -0.91
H -2.74 0.55 -1.82
H -1.01 2.80 1.99
H -2.54 2.40 1.33
H -1.77 4.03 0.95
H -2.74 3.04 -1.83
H -1.59 2.05 -2.87
H -1.08 3.69 -2.60
```

2.
Entry from the Open Molecules 2025 dataset: an isolated molecule of C12H24B2O6 (the ωB97M-V functional and the def2-TZVPD basis).

Kohn-Sham gap   10.5 eV
Spin multiplicity   1
Molar mass   285.942 g/mol
SMILES   C[C@@H]1CCOB(OCC[C@@H](C)OB2OCC[C@@H](C)O2)O1
Calculated total energy   -26476.6308 eV
LUMO   0.71 eV
Relative energy (zero: lowest compared OMol25 entry of this formula, charge and spin)   70.07 kJ/mol

```
44
C12H24B2O6 the ωB97M-V functional and the def2-TZVPD basis
O 0.69 -0.18 -2.57
O 2.85 -0.03 -1.32
O -1.00 -0.72 3.70
O 2.55 1.28 -3.32
O 0.17 -0.24 1.65
O -2.18 -1.07 1.59
B 2.00 0.37 -2.38
B -1.00 -0.72 2.35
C 2.39 3.07 -4.95
C 1.55 0.94 3.11
C -4.51 -1.46 1.40
C 0.02 0.11 -3.78
C 2.28 -0.79 -0.26
C -1.99 -1.49 4.33
C 0.33 1.50 -4.31
C 2.61 -0.12 1.09
C -3.36 -1.47 3.72
C 1.90 1.66 -4.54
C 1.55 -0.23 2.11
C -3.21 -1.74 2.17
H 2.24 3.70 -4.10
H 3.40 3.00 -5.28
H 1.78 3.45 -5.76
H 2.48 0.88 3.59
H 1.41 1.87 2.57
H 0.76 0.73 3.83
H -4.35 -1.58 0.30
H -4.86 -0.47 1.62
H -5.27 -2.13 1.82
H -1.08 0.00 -3.62
H 0.30 -0.67 -4.53
H 1.19 -0.84 -0.43
H 2.56 -1.84 -0.35
H -1.63 -2.56 4.40
H -2.01 -1.06 5.29
H -0.16 1.77 -5.31
H 0.14 2.34 -3.63
H 2.93 0.88 0.89
H 3.53 -0.43 1.61
H -3.75 -0.48 3.84
H -4.10 -2.12 4.26
H 2.18 0.90 -5.26
H 1.63 -1.21 2.58
H -2.96 -2.77 1.88
```